{
  "formula": "C19H29N4O2P2Pm",
  "method": "the ωB97M-V functional and the def2-TZVPD basis",
  "species": ["C", "C", "N", "C", "C", "C", "C", "P", "Pm", "P", "C", "C", "C", "C", "C", "C", "C", "O", "O", "H", "H", "H", "C", "C", "H", "H", "H", "H", "C", "C", "H", "H", "H", "H", "H", "H", "H", "H", "H", "H", "H", "H", "H", "H", "H", "H", "H", "H", "H", "H", "H", "H", "N", "C", "N", "C", "N"],
  "xyz": [[-0.0582, 0.0201, -4.3630], [0.2482, 0.2126, -3.0072], [-0.4615, -0.4399, -2.0392], [-1.4760, -1.2873, -2.3783], [-1.8332, -1.4812, -3.7185], [-1.1138, -0.8234, -4.7242], [1.3229, 1.1697, -2.5586], [1.9192, 0.7478, -0.8452], [-0.0379, -0.0490, 0.0433], [-2.0405, -1.0820, 0.3595], [-2.1421, -2.0392, -1.2484], [0.3689, 0.4114, 2.0127], [1.5182, -0.0842, 2.6801], [1.8290, 0.2712, 4.0020], [0.9898, 1.1332, 4.7244], [-0.1643, 1.6285, 4.0999], [-0.4627, 1.2749, 2.7729], [0.5088, 4.2019, -2.0366], [-0.2199, 3.7247, 0.5477], [0.5243, 0.5495, -5.1226], [-2.6566, -2.1576, -3.9654], [-1.3722, -0.9700, -5.7778], [3.2963, -0.4503, -1.0971], [2.7598, 2.2597, -0.2355], [-3.1660, -2.3513, -1.5188], [-1.5489, -2.9543, -1.0521], [0.8958, 2.1965, -2.4434], [2.1335, 1.2357, -3.3061], [-2.2750, -2.3566, 1.6620], [-3.5997, -0.1014, 0.4172], [2.1805, -0.7770, 2.1473], [2.7324, -0.1348, 4.4739], [1.2289, 1.4103, 5.7571], [-0.8388, 2.2991, 4.6467], [-1.3651, 1.6919, 2.3084], [-0.4538, 2.7729, 0.3275], [0.2344, 3.6380, 1.4056], [0.3336, 4.1647, -1.0575], [-0.3896, 4.2846, -2.4033], [-0.8137, 1.4552, -0.1452], [4.1117, -0.0188, -1.7044], [3.6873, -0.7484, -0.1098], [2.8885, -1.3475, -1.5899], [3.5412, 2.6093, -0.9313], [1.9924, 3.0356, -0.0984], [3.2049, 2.0220, 0.7455], [-4.5004, -0.7394, 0.3782], [-3.6036, 0.4872, 1.3502], [-3.5935, 0.6026, -0.4308], [-3.2357, -2.8914, 1.5632], [-1.4312, -3.0627, 1.6069], [-2.2315, -1.8476, 2.6396], [0.7687, -2.2098, 0.5535], [0.6719, -3.3559, 0.6938], [0.4884, -4.7257, 0.7956], [0.3915, -5.2936, 2.0616], [0.3145, -5.7310, 3.1323]],
  "forces_ev_per_a": [[0.010, 0.023, 0.126], [-0.888, -0.595, -0.367], [-1.358, -1.144, -6.281], [0.442, 0.403, -0.821], [0.061, 0.033, 0.110], [0.136, 0.080, 0.546], [0.043, 0.405, 0.141], [8.930, 3.032, -3.876], [3.015, -2.452, 2.837], [-9.492, -4.561, 1.408], [0.055, -0.275, 0.185], [1.530, 1.781, 6.817], [-0.262, 0.459, 0.495], [0.106, -0.059, -0.061], [-0.129, -0.136, -0.536], [-0.102, 0.019, -0.007], [0.491, -0.148, 0.409], [-0.731, -0.006, 0.385], [0.366, -0.298, 0.635], [-0.219, -0.220, 0.280], [0.314, 0.271, 0.089], [0.110, 0.059, 0.434], [0.235, 0.055, -0.298], [0.150, 0.175, -0.215], [0.387, 0.155, 0.130], [-0.278, 0.243, -0.127], [0.183, -0.500, -0.182], [-0.269, -0.066, 0.326], [-0.207, -0.219, -0.016], [-0.326, -0.131, -0.177], [-0.105, 0.164, 0.261], [-0.376, 0.174, -0.141], [-0.104, -0.124, -0.443], [0.290, -0.269, -0.173], [0.217, -0.042, 0.206], [-0.316, 0.281, -0.123], [-0.257, 0.233, -0.399], [0.142, 0.089, -0.599], [0.533, 0.049, 0.130], [-2.696, 4.674, -0.720], [-0.275, -0.233, 0.206], [-0.179, 0.114, -0.382], [0.228, 0.260, 0.174], [-0.280, -0.055, 0.277], [0.400, -0.204, -0.050], [-0.181, 0.055, -0.381], [0.288, 0.271, 0.012], [0.025, -0.241, -0.371], [-0.065, -0.219, 0.340], [0.388, 0.158, 0.069], [-0.570, 0.211, 0.125], [-0.031, -0.173, -0.378], [0.635, -0.174, -0.378], [-0.644, -6.173, 1.458], [0.323, 3.023, 0.943], [0.358, 1.924, -1.538], [-0.054, -0.155, -0.514]],
  "mulliken_spin": [0.00, 0.00, 0.02, -0.01, 0.00, 0.00, -0.01, 0.03, 3.95, 0.01, 0.01, -0.02, 0.02, 0.00, 0.00, 0.00, 0.02, 0.00, 0.00, 0.00, 0.00, 0.00, 0.01, 0.00, 0.00, 0.00, 0.00, 0.00, 0.00, 0.01, 0.00, 0.00, 0.00, 0.00, 0.00, 0.00, 0.00, 0.00, 0.00, -0.03, 0.00, 0.00, 0.00, 0.00, 0.00, 0.00, 0.00, 0.00, 0.00, 0.00, 0.00, 0.00, 0.00, 0.01, 0.00, 0.00, 0.00],
  "e_lumo_ev": [-0.78, -0.71],
  "e_tot_ha": -2401.5868,
  "spin_multiplicity": 5,
  "homo_lumo_gap_ev": [6.61, 6.87]
}